1.
{
  "formula": "C8H16F6N3O4PdSSb",
  "method": "ωB97M-V/def2-TZVPD",
  "gap_ha": [0.297, 0.262],
  "s_squared": 0.762,
  "total_charge": -1,
  "spin_multiplicity": 2,
  "homo_ev": [-6.4, -6.3],
  "species": ["Pd", "C", "N", "C", "C", "O", "C", "O", "C", "C", "O", "N", "C", "C", "H", "H", "H", "H", "H", "H", "H", "H", "H", "H", "H", "H", "H", "H", "H", "H", "F", "Sb", "F", "F", "F", "F", "F", "O", "S", "N"],
  "coordinates": [[-1.315, -1.732, -0.440], [3.638, 0.404, 2.152], [3.104, -0.497, 1.140], [4.079, -1.205, 0.329], [1.757, -0.703, 0.906], [1.376, -1.487, 0.067], [0.851, 0.081, 1.872], [-0.497, 0.263, 1.549], [-0.854, 1.435, 0.843], [-1.153, 1.176, -0.676], [-0.589, 0.001, -1.102], [-0.525, 2.259, -1.442], [-0.497, 1.980, -2.880], [-1.159, 3.544, -1.188], [4.688, 0.160, 2.304], [3.136, 0.288, 3.112], [3.580, 1.455, 1.852], [4.663, -1.898, 0.942], [4.761, -0.496, -0.148], [3.553, -1.767, -0.434], [1.299, 1.055, 2.069], [0.858, -0.505, 2.793], [-0.051, 2.171, 0.898], [-1.746, 1.824, 1.335], [-0.059, 1.003, -3.052], [0.121, 2.739, -3.364], [-1.501, 1.995, -3.330], [-1.040, 3.836, -0.141], [-2.231, 3.542, -1.428], [-0.667, 4.298, -1.803], [-0.535, -2.516, 1.147], [-2.654, -3.870, -0.238], [-1.492, -5.342, -0.081], [-3.181, -4.437, 1.459], [-3.165, -4.823, -1.759], [-2.556, -1.484, -1.985], [-4.462, -3.361, -0.321], [-3.269, -0.728, 0.566], [-3.628, 0.151, -0.572], [-2.636, 1.191, -0.952]],
  "mulliken_spin": [0.76, 0.00, 0.00, 0.00, -0.01, 0.01, 0.00, 0.00, 0.00, -0.02, 0.16, 0.00, 0.00, 0.00, 0.00, 0.00, 0.00, 0.00, 0.00, 0.00, 0.00, 0.00, 0.00, 0.00, 0.00, 0.00, 0.00, 0.00, 0.00, 0.00, 0.08, -0.05, -0.01, 0.00, 0.00, 0.00, -0.01, 0.05, 0.01, 0.02]
}


2.
{
  "formula": "C8H16IN",
  "method": "ωB97M-V/def2-TZVPD",
  "gap_ha": 0.165,
  "spin_multiplicity": 1,
  "homo_ev": -4.5,
  "species": ["C", "C", "C", "C", "C", "C", "C", "C", "N", "H", "H", "H", "H", "H", "H", "H", "H", "H", "H", "H", "H", "H", "H", "H", "H", "I"],
  "coordinates": [[-0.710, -1.569, 1.912], [-1.512, -0.403, 1.369], [-1.024, 1.002, 1.266], [-0.035, 1.228, 0.127], [1.325, 0.599, 0.342], [2.037, 0.350, -0.982], [1.259, -0.707, -1.764], [-0.258, -0.560, -1.653], [-0.683, 0.772, -1.153], [-0.255, -2.278, 1.219], [-0.338, -1.648, 2.917], [-2.507, -0.552, 1.019], [-1.896, 1.626, 1.055], [-0.569, 1.405, 2.178], [0.130, 2.308, 0.022], [1.273, -0.328, 0.905], [1.888, 1.313, 0.933], [3.028, -0.045, -0.798], [2.097, 1.294, -1.519], [1.508, -1.656, -1.303], [1.576, -0.728, -2.798], [-0.703, -0.674, -2.637], [-0.701, -1.321, -1.030], [-1.691, 0.714, -0.950], [-0.551, 1.489, -1.862], [-2.688, -1.629, 3.187]],
  "mulliken_charge": [-0.94, -0.67, -0.92, -0.52, -0.65, -0.87, -0.47, -0.64, 0.12, 0.32, 0.38, 0.46, 0.37, 0.44, 0.15, 0.22, 0.48, 0.40, 0.32, 0.29, 0.33, 0.44, 0.24, 0.43, 0.48, -0.18]
}


3.
{
  "formula": "C8H16N",
  "method": "ωB97M-V/def2-TZVPD",
  "gap_ha": 0.331,
  "total_charge": 1,
  "smiles": "C/C=C(\\C)C[NH+]=C(C)C",
  "spin_multiplicity": 1,
  "homo_ev": -12.9,
  "species": ["C", "C", "C", "C", "C", "N", "C", "C", "C", "H", "H", "H", "H", "H", "H", "H", "H", "H", "H", "H", "H", "H", "H", "H", "H"],
  "coordinates": [[2.942, -1.098, -0.618], [1.852, -0.806, 0.351], [1.219, 0.377, 0.445], [1.727, 1.611, -0.219], [0.099, 0.546, 1.440], [-1.114, 0.749, 0.599], [-2.008, -0.051, 0.102], [-1.961, -1.484, 0.280], [-2.971, 0.547, -0.798], [3.032, -0.347, -1.262], [2.810, -1.949, -1.177], [3.836, -1.170, -0.143], [1.538, -1.727, 0.955], [0.795, 2.253, -0.350], [2.163, 1.424, -1.242], [2.493, 2.181, 0.414], [0.012, -0.383, 2.015], [0.197, 1.444, 2.061], [-1.217, 1.737, 0.141], [-1.042, -1.772, 0.628], [-2.052, -2.015, -0.721], [-2.436, -2.015, 1.077], [-3.883, 0.039, -0.515], [-2.571, 0.387, -1.800], [-2.973, 1.691, -0.520]],
  "mulliken_charge": [-1.69, -0.07, 1.03, -1.13, -1.17, -0.11, 1.04, -1.07, -1.12, 0.41, 0.43, 0.42, 0.24, 0.23, 0.40, 0.24, 0.42, 0.35, 0.23, 0.22, 0.33, 0.35, 0.39, 0.35, 0.28]
}


4.
{
  "formula": "C8H16N",
  "method": "ωB97M-V/def2-TZVPD",
  "gap_ha": 0.413,
  "total_charge": 1,
  "smiles": "CC[C@@]1(C)C=[N+](C)CC1",
  "spin_multiplicity": 1,
  "homo_ev": -15.2,
  "species": ["C", "C", "C", "C", "C", "N", "C", "C", "C", "H", "H", "H", "H", "H", "H", "H", "H", "H", "H", "H", "H", "H", "H", "H", "H"],
  "coordinates": [[-2.890, 0.149, -0.670], [-1.612, -0.683, -0.770], [-0.524, -0.199, 0.172], [-0.787, -0.501, 1.633], [0.980, -1.030, -0.213], [1.917, -0.182, -0.205], [3.311, -0.462, -0.400], [1.509, 1.183, 0.097], [-0.011, 1.218, -0.088], [-2.718, 1.183, -0.953], [-3.301, 0.127, 0.333], [-3.633, -0.265, -1.343], [-1.248, -0.639, -1.799], [-1.851, -1.722, -0.540], [-1.675, 0.040, 1.945], [0.038, -0.190, 2.268], [-0.968, -1.561, 1.788], [1.075, -2.086, -0.383], [3.449, -1.456, -0.818], [3.836, -0.406, 0.556], [3.753, 0.281, -1.066], [2.025, 1.884, -0.557], [1.803, 1.408, 1.126], [-0.473, 1.933, 0.589], [-0.249, 1.510, -1.111]],
  "mulliken_charge": [-1.26, -0.78, 1.25, -1.62, -0.46, 0.16, -0.79, -0.80, -0.87, 0.34, 0.35, 0.39, 0.41, 0.41, 0.39, 0.44, 0.39, 0.48, 0.32, 0.35, 0.31, 0.45, 0.36, 0.35, 0.42]
}


5.
{
  "formula": "C8H16N2O2",
  "method": "ωB97M-V/def2-TZVPD",
  "gap_ha": 0.303,
  "smiles": "C[C@@H]1C[C@@H](C)N1.CC(=O)/C=N/O",
  "spin_multiplicity": 1,
  "homo_ev": -8.6,
  "species": ["C", "C", "C", "C", "C", "N", "H", "H", "H", "H", "H", "H", "H", "H", "H", "H", "H", "C", "C", "O", "C", "N", "O", "H", "H", "H", "H", "H"],
  "coordinates": [[3.192, -1.330, 0.334], [3.035, 0.128, -0.035], [2.338, 1.058, 1.017], [1.092, 1.006, 0.117], [0.327, 2.244, -0.311], [1.938, 0.426, -0.973], [2.397, -1.626, 1.010], [3.157, -1.995, -0.532], [4.136, -1.484, 0.886], [3.984, 0.514, -0.426], [2.220, 0.631, 2.029], [2.791, 2.058, 1.069], [0.386, 0.274, 0.521], [-0.501, 2.452, 0.372], [-0.059, 2.060, -1.325], [0.942, 3.140, -0.393], [1.538, -0.404, -1.418], [-3.153, 0.784, -0.900], [-2.929, -0.044, 0.326], [-3.563, 0.038, 1.357], [-1.728, -0.935, 0.305], [-1.179, -1.339, -0.773], [0.051, -2.002, -0.424], [-2.616, 1.747, -0.800], [-4.217, 1.006, -1.001], [-2.829, 0.245, -1.785], [-1.329, -1.222, 1.284], [-0.242, -2.765, 0.146]],
  "mulliken_charge": [-1.38, 0.36, -0.97, 1.30, -1.39, -0.65, 0.27, 0.32, 0.37, 0.36, 0.28, 0.27, -0.37, 0.30, 0.27, 0.39, 0.30, -0.95, 0.51, -0.54, -0.07, -0.36, -0.30, 0.15, 0.34, 0.36, 0.45, 0.35]
}


6.
{
  "formula": "C8H16N2O5S",
  "method": "ωB97M-V/def2-TZVPD",
  "gap_ha": 0.290,
  "smiles": "O=C(O)NN=C=S.COCCOCCOC",
  "spin_multiplicity": 1,
  "homo_ev": -9.3,
  "species": ["O", "C", "O", "N", "N", "C", "S", "H", "H", "C", "O", "C", "C", "O", "C", "C", "O", "C", "H", "H", "H", "H", "H", "H", "H", "H", "H", "H", "H", "H", "H", "H"],
  "coordinates": [[-2.423, -1.367, -4.635], [-1.261, -1.620, -4.028], [-1.113, -2.999, -3.456], [-0.120, -0.649, -3.818], [0.509, -0.298, -5.009], [1.705, 0.373, -4.743], [2.999, 1.356, -4.161], [-0.523, -2.847, -2.659], [-0.393, 0.184, -3.250], [2.009, -1.395, 2.754], [1.319, -0.161, 2.607], [1.959, 0.755, 1.711], [0.938, 1.466, 0.829], [0.351, 0.649, -0.192], [-0.483, -0.427, 0.240], [-1.806, -0.010, 0.882], [-1.589, 0.581, 2.165], [-2.352, 1.756, 2.386], [2.831, -1.278, 3.461], [1.304, -2.130, 3.145], [2.382, -1.767, 1.791], [2.699, 0.245, 1.084], [2.486, 1.488, 2.333], [1.462, 2.266, 0.297], [0.165, 1.956, 1.421], [0.072, -1.121, 0.873], [-0.728, -0.991, -0.670], [-2.433, -0.894, 1.041], [-2.343, 0.674, 0.214], [-2.365, 2.404, 1.506], [-1.886, 2.313, 3.204], [-3.373, 1.489, 2.676]],
  "mulliken_charge": [-0.48, 0.45, -0.43, 0.27, -0.62, 0.31, -0.10, 0.35, 0.26, -0.82, -0.29, -0.55, -0.32, -0.40, 0.08, -0.62, -0.27, -0.83, 0.31, 0.23, 0.38, 0.33, 0.41, 0.42, 0.09, 0.08, 0.11, 0.38, 0.35, 0.38, 0.24, 0.31]
}


Energy relative to the best compared isomer or geometry (same formula, charge and spin): 417.94; 387.86; 196.27; 36.23; 99.87; 317.29 (kJ/mol)